No. 1
A cluster of 2 separate species, C19H24F3N2O6S in total in a non-equilibrium geometry. Source: the OMol25 dataset; level of theory: ωB97M-V/def2-TZVPD.

Each line ends with the Löwdin charge.
Cartesian coordinates (Å):
C  1.973  -3.267  -0.563  0.029
C  1.967  -1.839  -1.090  -0.519
O  1.478  -1.579  -2.174  0.078
O  2.490  -0.940  -0.235  0.020
C  2.784  0.338  -0.827  -0.107
C  1.675  1.339  -0.499  -0.035
N  0.333  0.706  -0.536  -0.007
C  -0.351  0.745  -1.679  0.022
C  -1.578  0.161  -1.792  0.052
C  -2.135  -0.466  -0.679  -0.106
C  -3.489  -1.100  -0.688  -0.076
C  -4.152  -1.281  -1.910  0.065
C  -5.393  -1.844  -1.902  0.017
N  -5.977  -2.226  -0.769  -0.092
C  -7.315  -2.868  -0.764  -0.118
S  -7.053  -4.688  -0.891  0.683
O  -7.250  -5.104  -2.235  -0.298
O  -7.840  -5.320  0.109  -0.292
C  -5.364  -2.067  0.414  0.008
C  -4.123  -1.511  0.489  0.057
C  -1.399  -0.499  0.512  0.058
C  -0.177  0.114  0.534  0.030
H  1.799  -3.987  -1.364  0.089
H  1.159  -3.365  0.171  0.085
H  2.919  -3.520  -0.074  0.097
H  3.048  0.294  -1.887  0.142
H  3.641  0.745  -0.290  0.091
H  1.647  2.188  -1.190  0.150
H  1.826  1.785  0.496  0.131
H  0.096  1.262  -2.523  0.168
H  -2.141  0.198  -2.717  0.125
H  -3.675  -0.995  -2.839  0.132
H  -5.911  -1.980  -2.850  0.169
H  -7.756  -2.630  0.208  0.126
H  -7.930  -2.499  -1.587  0.138
H  -5.723  -4.845  -0.589  0.096
H  -5.856  -2.414  1.320  0.166
H  -3.665  -1.423  1.466  0.132
H  -1.781  -0.994  1.393  0.122
H  0.428  0.145  1.439  0.176
C  6.400  4.977  1.495  -0.083
C  6.639  3.474  1.457  -0.273
O  5.940  2.740  2.443  -0.098
C  4.555  2.406  2.220  -0.499
O  4.345  1.843  1.049  -0.177
C  3.586  3.602  2.465  -0.550
F  3.982  4.368  3.504  0.121
F  2.345  3.146  2.797  0.082
F  3.418  4.433  1.420  0.109
H  6.356  5.341  2.521  0.077
H  7.203  5.498  0.967  0.071
H  5.470  5.249  1.002  0.054
H  7.695  3.305  1.683  0.111
H  6.476  3.069  0.454  0.107
H  4.361  1.777  3.115  0.144

Computed properties:
Net charge: +1
Lowest unoccupied orbital energy, eV: -6.481
2S+1: 1
HOMO energy, Eh: -0.3134
Largest force on an atom, eV/Å: 1.8



No. 2
A cluster of 2 separate species, C2H6N2O2 in total in a non-equilibrium geometry. Source: the OMol25 dataset; level of theory: ωB97M-V/def2-TZVPD.

Each line ends with the Löwdin charge.
Cartesian coordinates (Å):
H  -2.040  -1.510  0.988  0.110
N  -1.094  -1.087  0.752  0.144
N  -1.252  0.050  1.198  -0.507
C  -0.104  0.862  1.142  -0.021
O  -2.303  0.524  1.690  -0.038
H  0.462  0.696  2.058  0.102
H  0.501  0.445  0.279  0.082
H  -0.496  1.895  1.094  0.113
C  1.581  -0.453  -2.362  -0.089
O  1.122  0.579  -1.870  -0.035
H  1.002  -1.349  -2.464  0.070
H  2.622  -0.651  -2.504  0.068

Computed properties:
Net charge: 0
Lowest unoccupied orbital energy, eV: 0.323
2S+1: 1
SMILES: [H]/N=[N+](/C)[O-].C=O
HOMO energy, Eh: -0.3705
Largest force on an atom, eV/Å: 3.1
Energy above the lowest of the compared OMol25 structures with the same formula, charge and spin, kcal per mole: 108.8



No. 3
A structure of composition C32H25N7OS4V in a non-equilibrium geometry. Source: the OMol25 dataset; level of theory: ωB97M-V/def2-TZVPD.

Each line ends with the Löwdin charge.
Cartesian coordinates (Å):
V  -0.826  0.554  0.975  0.651
N  1.627  -0.915  4.061  0.175
C  0.969  -0.152  3.227  -0.086
N  0.212  -0.641  2.250  0.012
C  0.057  -2.034  2.123  -0.230
N  -0.753  -2.494  1.227  0.122
N  -1.313  -1.459  0.533  -0.067
C  -2.205  -1.696  -0.355  0.035
C  -2.666  -0.521  -1.091  -0.219
C  -3.574  -0.551  -2.122  0.051
C  -3.884  0.644  -2.770  0.030
C  -3.268  1.815  -2.362  0.017
C  -2.370  1.774  -1.307  -0.058
N  -2.079  0.629  -0.680  -0.009
C  0.803  -2.902  3.005  -0.081
C  0.741  -4.295  2.913  0.024
C  1.464  -5.068  3.797  -0.012
C  2.251  -4.466  4.781  -0.005
C  2.324  -3.090  4.888  0.020
C  1.598  -2.320  3.995  -0.150
H  2.165  -0.478  4.799  0.185
H  1.015  0.927  3.355  0.125
H  -2.548  -2.707  -0.549  0.163
H  -4.028  -1.487  -2.422  0.144
H  -4.595  0.652  -3.585  0.140
H  -3.481  2.758  -2.844  0.133
H  -1.873  2.668  -0.951  0.121
H  0.123  -4.748  2.151  0.128
H  1.420  -6.146  3.731  0.130
H  2.810  -5.083  5.472  0.132
H  2.932  -2.625  5.655  0.132
C  -1.926  6.677  2.062  -0.001
C  -1.210  5.441  2.491  -0.285
C  0.009  5.480  3.171  0.021
C  0.608  4.285  3.505  -0.092
N  0.047  3.098  3.224  0.066
C  -1.113  3.188  2.607  -0.709
S  -2.010  1.637  2.360  0.890
N  -1.769  4.253  2.207  0.124
H  -2.018  7.371  2.898  0.104
H  -2.915  6.434  1.684  0.091
H  -1.358  7.193  1.285  0.097
H  0.466  6.424  3.436  0.134
H  1.559  4.257  4.022  0.122
O  0.291  1.490  0.477  -0.236
C  2.204  2.264  -0.732  -0.272
C  1.455  3.161  -1.550  -0.499
C  0.663  4.239  -1.162  -0.129
C  0.092  4.908  -2.248  -0.130
C  0.452  4.335  -3.451  -0.335
S  1.440  2.982  -3.270  1.165
C  2.998  2.750  0.329  -0.476
C  3.764  1.976  1.209  -0.088
C  4.463  2.739  2.139  -0.118
C  4.239  4.092  1.965  -0.333
S  3.186  4.438  0.699  1.152
C  2.640  1.016  -1.356  -0.540
C  1.886  -0.047  -1.798  -0.118
C  2.655  -1.027  -2.458  -0.135
C  3.976  -0.678  -2.533  -0.343
S  4.303  0.802  -1.776  1.142
H  0.502  4.513  -0.127  0.099
H  -0.536  5.784  -2.172  0.123
H  0.187  4.679  -4.440  0.095
H  3.829  0.900  1.129  0.123
H  5.145  2.343  2.877  0.125
H  4.697  4.900  2.518  0.098
H  0.811  -0.101  -1.692  0.103
H  2.256  -1.937  -2.879  0.120
H  4.778  -1.226  -3.005  0.094

Computed properties:
Net charge: +3
Lowest unoccupied orbital energy, eV: -9.966
2S+1: 1
HOMO energy, Eh: -0.6039
Largest force on an atom, eV/Å: 2.7



No. 4
An isolated molecule of C2HF3O2 in a non-equilibrium geometry. Source: the OMol25 dataset; level of theory: ωB97M-V/def2-TZVPD.

Each line ends with the Löwdin charge.
Cartesian coordinates (Å):
O  -0.602  -1.930  -0.913  0.220
C  0.042  -0.960  -0.780  -0.335
F  1.158  -0.850  -1.493  0.137
C  -0.034  0.374  0.151  -0.498
O  -0.954  0.423  1.088  0.166
F  1.137  0.518  0.829  0.108
F  -0.087  1.499  -0.729  0.065
H  -0.660  0.926  1.846  0.138

Computed properties:
Net charge: 0
Lowest unoccupied orbital energy, eV: 0.567
2S+1: 1
SMILES: O=C(F)C(O)(F)F
HOMO energy, Eh: -0.4522
Largest force on an atom, eV/Å: 2.5
Energy above the lowest of the compared OMol25 structures with the same formula, charge and spin, kcal per mole: 21.7